Entry from the OMol25 dataset: C23H25CdN8OS as an isolated structure at a distorted geometry (the ωB97M-V functional and the def2-TZVPD basis).

```
59
Properties=species:S:1:pos:R:3:forces:R:3:mulliken_charge:R:1
N -2.377593 3.699113 1.365954 -0.15 0.44 -0.15 0.198
H 4.817526 -2.730775 -1.601088 1.23 -0.52 -0.05 0.450
H 1.271763 -2.220621 2.067687 0.05 -0.26 -0.26 0.391
O -3.707231 3.433763 -0.522702 1.80 -0.04 1.30 -0.648
C 0.855424 -2.088825 -3.522286 -1.35 0.06 0.59 -0.216
H 4.269514 -3.720965 -3.774784 -0.42 0.11 0.24 0.345
H 0.043829 3.667875 -3.681540 -0.26 -0.05 -0.20 0.402
N -0.051583 -2.337249 0.431826 -0.58 -1.27 2.36 -0.213
C -1.186095 -2.958741 -0.014753 1.25 0.62 -0.91 -0.390
C 3.250574 -3.333403 -3.677471 -0.13 0.19 -0.87 -0.767
H -3.289296 4.540582 3.112679 0.59 0.02 0.66 0.455
C -1.034002 3.794610 1.950466 0.30 0.68 -0.02 -0.653
C -1.155011 3.635072 -1.882924 -0.35 0.60 -1.02 -0.405
C 3.887095 -0.125598 1.135033 1.36 0.37 1.86 0.511
C -1.245201 -4.459897 1.846480 -1.68 -1.81 -1.24 0.726
C -1.481744 2.922799 -0.755556 1.21 -1.42 -0.58 -0.169
N 0.043030 1.194562 -1.402769 -0.60 -0.59 0.46 -0.397
H -2.507798 -4.737355 0.165249 0.31 1.29 -0.10 0.405
H 1.075536 1.375148 -3.166521 -0.92 0.81 0.42 0.396
N 4.455267 -0.948053 0.261389 -0.10 0.06 0.27 -1.306
H -0.904599 1.711029 2.468949 0.20 -0.27 -0.11 0.167
C 2.323868 -3.527518 -4.708550 -0.15 0.57 1.83 -0.280
N 1.673131 -1.969927 -2.476003 0.32 0.52 -0.72 0.139
N 3.598273 -1.357370 -0.645978 -0.97 -1.44 -2.18 0.733
H 4.415927 0.932635 2.847039 0.28 -0.63 -0.77 0.197
C -0.164123 -3.839504 2.349121 2.58 1.42 0.72 -0.671
C -4.342850 2.764466 2.412097 -0.55 0.80 2.14 -0.977
H -1.430685 2.733039 3.748335 -0.26 0.04 0.54 0.358
H 0.385669 -4.139040 3.241148 -0.62 -0.12 0.00 0.410
C 0.297939 1.870316 -2.525523 0.82 -0.13 -0.53 -0.182
H -0.887682 4.772995 2.463196 -0.48 -0.49 -0.29 0.365
C -0.874875 1.685116 -0.552493 -0.15 0.68 0.27 0.255
C -0.299422 3.107588 -2.826250 1.15 -0.87 0.64 -0.887
H -3.688429 2.024178 2.899990 -0.40 0.13 -0.19 0.250
H -1.576441 -2.610340 -0.959732 0.06 0.10 -0.11 0.447
H 0.380063 -2.998671 -5.434714 0.31 0.12 0.95 0.325
H 5.742052 0.013155 2.121950 -1.20 0.21 -0.27 0.260
Cd 1.256035 -0.750589 -0.529892 0.29 0.52 -0.55 1.598
C -3.578724 4.046112 2.211949 1.05 -0.90 -2.01 -0.799
H -4.742667 2.408021 1.493942 -0.26 -0.36 -0.68 0.346
H -0.081933 -1.523801 -3.508440 0.26 -0.14 0.31 0.407
C -1.747200 -4.040902 0.577249 -0.59 -2.07 1.83 -0.535
H -1.165191 1.147455 0.364993 0.49 -0.12 -0.64 0.382
C -1.815964 -5.664577 2.519830 0.79 1.56 -0.44 -0.180
H -5.175020 3.033054 3.105474 0.35 -0.65 -0.45 0.359
H 2.498302 -4.095338 -5.578826 0.56 -0.68 -0.71 0.482
H 0.274189 2.721778 3.337906 0.16 0.05 -0.06 0.348
C 3.880467 -2.256805 -1.559023 -0.89 2.13 1.86 -0.856
H -1.655245 4.581872 -2.066323 0.13 -0.05 0.06 0.496
C 2.896099 -2.515220 -2.594010 -0.02 -0.84 -0.01 0.874
H -0.314921 3.840428 1.130279 0.01 -0.26 0.09 0.362
C -2.593107 3.371731 0.051679 -2.87 1.08 1.06 0.408
N -2.179124 -6.554752 3.145487 -0.12 -0.09 -0.15 -0.353
C -0.730983 2.675348 2.933545 -0.28 0.07 -0.34 -0.913
C 1.077907 -2.926634 -4.575129 0.16 0.00 -1.94 -0.762
N 4.747053 0.296940 2.111127 0.12 0.27 0.15 -0.377
S 2.248010 0.446825 1.393641 0.31 -0.13 -0.24 -0.546
C 0.445765 -2.786382 1.640601 -1.59 0.46 -1.57 -0.151
H -4.125565 4.771248 1.636992 -0.54 0.22 -0.26 0.385
```
Forces are in eV/Å.

- max |F| (eV Å⁻¹) = 3.25
- total charge = +1
- molecular weight (u) = 574.0
- spin multiplicity = 1

***

Entry from the OMol25 dataset: H24O12Xe as an isolated structure (the ωB97M-V functional and the def2-TZVPD basis).

```
37
Properties=species:S:1:pos:R:3:forces:R:3:mulliken_charge:R:1
H -2.830090 1.112073 -0.917805 0.24 -0.39 -0.23 0.298
H 3.009340 1.674763 -1.056545 -0.37 0.14 -0.47 0.355
O 3.444380 -0.837527 2.661955 -0.02 -0.30 0.27 -0.633
H -2.753260 1.098893 1.911705 -0.25 0.06 -0.41 0.314
H 4.301170 -0.411417 2.637915 0.25 0.02 -0.10 0.314
H 2.885120 -0.282787 2.118145 -0.19 0.18 -0.17 0.303
H 3.197010 1.639393 0.445265 -0.09 0.07 0.22 0.335
Xe 0.187750 -0.293207 -0.035215 0.06 -0.03 0.07 -0.015
H -0.451010 -1.364697 3.673415 0.22 0.44 -0.10 0.324
O -2.337900 1.758043 2.467785 -0.15 0.25 0.28 -0.631
O 0.123740 0.738383 3.581895 -0.31 -0.18 0.00 -0.539
H -1.520270 -3.775277 -0.977165 0.09 -0.11 0.45 0.304
H -0.976520 0.145123 -3.704405 -0.34 -0.14 0.30 0.316
O -1.971590 -3.207917 -1.602175 0.15 0.06 -0.10 -0.663
H -1.487460 1.380783 2.692845 0.40 -0.16 0.17 0.353
H -3.326800 -0.546877 -2.602645 -0.31 0.05 -0.09 0.257
H -0.163960 0.953533 4.469115 -0.21 0.00 0.36 0.332
H 0.278450 -0.625237 -4.055805 0.13 -0.48 0.24 0.357
O -2.510940 -0.494057 -2.104825 0.14 0.56 -0.54 -0.469
H -0.418230 -2.782337 3.143195 0.11 -0.12 -0.12 0.297
H -2.361400 -1.386847 -1.793725 0.16 -0.47 0.30 0.270
H 1.656780 2.799393 -3.015555 0.08 0.13 -0.17 0.282
O 1.416150 2.266413 -2.257745 0.25 0.20 0.49 -0.631
H 0.303230 -3.163957 -3.881735 0.11 -0.19 -0.23 0.285
O -3.401710 1.424903 -0.216645 -0.22 0.13 0.27 -0.570
H -0.299720 -2.697017 -2.573945 -0.38 0.10 0.36 0.363
O 2.442880 1.872283 2.111725 -0.36 -0.19 0.43 -0.692
O 0.388440 -2.490847 -3.206535 0.40 0.12 -0.30 -0.628
H -2.255970 -3.798077 -2.300085 -0.27 -0.19 -0.25 0.302
H 1.774590 2.548543 2.000885 -0.26 0.38 -0.38 0.318
O -0.680650 -2.264767 3.904435 -0.24 -0.26 0.18 -0.621
O 3.681140 1.721993 -0.376335 0.58 -0.13 -0.07 -0.638
H 3.047580 2.236163 2.758385 0.40 0.10 0.18 0.283
H 0.874520 1.565153 -2.619815 -0.34 -0.49 -0.44 0.347
H -4.068350 1.945483 -0.664765 -0.17 0.20 0.04 0.266
O -0.093420 0.256773 -4.056405 0.21 0.76 -0.20 -0.674
H 0.896990 1.284763 3.441215 0.52 -0.11 -0.25 0.229
```
Forces are in eV/Å.

- max |F| (eV Å⁻¹) = 0.81
- molecular weight (u) = 347.5
- spin multiplicity = 1

***

Entry from the OMol25 dataset: the molecule C3H7N3O2 at a distorted geometry (the ωB97M-V functional and the def2-TZVPD basis).

```
15
Properties=species:S:1:pos:R:3:forces:R:3:mulliken_charge:R:1
C -0.454907 0.394520 0.865599 3.30 0.71 -0.19 0.246
H -2.420151 0.622305 1.324026 1.32 -0.66 0.24 0.297
H 2.772498 1.188194 0.659775 -1.71 -1.24 -1.26 0.232
H -1.438581 -1.277701 -2.218569 2.37 -0.12 -0.56 0.396
O -0.396173 -1.393954 -2.371247 -2.83 0.34 1.18 -0.474
H 1.609484 0.860032 -0.846877 1.31 -1.38 1.90 0.362
C -0.838651 -0.172130 -0.425959 -1.20 -2.73 -2.17 0.847
C 1.913812 0.489077 0.230198 0.61 3.14 0.86 -0.753
N 0.755245 0.833495 1.137575 -1.51 -1.85 -0.45 -0.559
N -1.481981 0.422411 1.751996 -1.79 1.28 -0.22 -0.518
O -1.976458 -0.152413 -0.938534 0.21 1.23 0.98 -0.764
H 2.372091 -0.525764 0.440330 -1.07 0.81 -0.83 0.225
N 0.032489 -0.925225 -1.124719 1.85 -1.17 -0.92 -0.103
H -1.287041 1.168358 2.387074 0.09 0.22 1.04 0.309
H 0.838325 -1.531206 -0.870669 -0.97 1.43 0.39 0.259
```
Forces are in eV/Å.

- max |F| (eV Å⁻¹) = 3.69
- molecular weight (u) = 117.1
- spin multiplicity = 1

***

Entry from the OMol25 dataset: a 2-piece molecular cluster, C3H4ClN overall at a distorted geometry (the ωB97M-V functional and the def2-TZVPD basis).

```
9
Properties=species:S:1:pos:R:3:forces:R:3:mulliken_charge:R:1
H -1.610583 -1.338488 -1.751189 -0.58 0.19 0.06 0.318
H 2.165006 0.969432 1.560666 -1.34 -0.82 -1.09 0.239
Cl -2.093367 0.806431 0.868762 0.87 -0.69 -0.96 -0.586
C -0.642421 -1.084177 -1.397461 0.01 -0.05 -0.38 -0.554
H 0.343857 1.487475 1.678136 0.36 -1.04 -0.59 0.189
H 0.234731 -1.464140 -1.851569 0.62 -0.89 -0.81 0.292
C -0.245171 -0.287158 -0.472504 -2.33 1.28 2.00 0.493
N 0.746162 0.090586 0.195063 2.69 0.79 1.32 -0.293
C 1.101788 0.820039 1.170094 -0.30 1.22 0.46 -0.098
```
Forces are in eV/Å.

- max |F| (eV Å⁻¹) = 3.33
- molecular weight (u) = 89.5
- spin multiplicity = 1

***

Entry from the OMol25 dataset: C6H4NO2S2 as an isolated structure at a distorted geometry (the ωB97M-V functional and the def2-TZVPD basis).

```
15
Properties=species:S:1:pos:R:3:forces:R:3:mulliken_charge:R:1
C -1.540565 -1.623413 0.821956 0.59 -2.46 -0.22 0.463
C 2.407997 1.280669 -0.059616 -1.64 -1.43 -0.03 -0.652
H -1.421330 0.224929 1.833571 0.02 -0.35 -0.25 0.373
C 2.259664 0.127508 -0.767931 -0.59 1.07 1.52 -0.393
H 3.240948 1.867435 -0.078550 1.80 1.84 0.10 0.504
H 1.057851 -1.510282 -0.934652 -1.17 -1.81 -0.50 0.449
S 1.066655 1.523554 1.009408 -0.12 -0.56 -0.67 -0.190
H 2.867046 -0.299499 -1.481360 1.86 -0.30 -1.38 0.432
C -1.072491 -0.349615 0.969290 1.17 3.36 -0.25 -0.928
C 0.273444 0.066260 0.467597 0.39 -2.05 -0.33 0.560
O -3.636734 0.885565 0.246885 -1.05 0.11 1.12 -0.544
N -1.731298 -2.756562 0.651161 -0.47 0.40 -0.01 -0.633
O -2.513714 0.252670 -1.755464 0.56 -0.59 -0.62 -0.516
C 1.133931 -0.601649 -0.447369 -1.83 2.13 1.78 -0.543
S -2.391397 0.912437 -0.474919 0.48 0.64 -0.27 0.618
```
Forces are in eV/Å.

- max |F| (eV Å⁻¹) = 3.57
- total charge = -1
- molecular weight (u) = 186.2
- spin multiplicity = 1

***

Entry from the OMol25 dataset: a 5-piece molecular cluster, C38H35BrF4N3O2S overall at a distorted geometry (the ωB97M-V functional and the def2-TZVPD basis).

```
84
Properties=species:S:1:pos:R:3:forces:R:3:mulliken_charge:R:1
C 1.897369 -0.695857 0.379886 -1.59 1.27 2.71 -0.001
H -3.470349 9.921014 -3.321825 0.02 -0.07 0.00 0.406
C 7.773039 -1.162013 2.158826 -0.25 0.19 0.04 -0.508
H 0.133534 -1.337119 -2.381137 0.18 0.28 1.40 0.227
H 3.222866 -4.928862 3.209983 -0.65 0.24 -1.81 0.333
H 3.590465 1.486112 2.499491 0.14 -0.84 -0.34 0.370
C -5.077206 -2.877035 0.060201 0.22 0.05 0.16 -0.041
H 1.381375 -6.777441 2.381902 0.92 1.54 -0.84 0.342
F -2.853739 7.816866 -1.939457 0.09 -0.04 0.24 -0.304
C -6.864767 -3.080222 -1.542388 -0.02 0.00 -0.02 -0.478
H 10.385330 -3.312454 1.913430 -0.12 0.05 -0.01 0.372
H -4.223676 5.588664 -5.605699 0.04 0.08 0.08 0.353
H -0.838472 0.036235 3.386754 0.71 -0.15 -0.69 0.408
C 1.224356 -5.861912 0.264942 2.47 2.84 0.97 -0.455
C 1.775857 -5.932585 1.721778 0.80 2.76 -3.14 -0.481
S -0.232227 -1.998864 -1.217259 -0.10 0.25 0.76 -0.188
C -5.768350 -3.629238 -0.884342 -0.16 0.26 -0.06 -0.594
H -6.902739 -0.022253 -0.059331 0.04 -0.05 0.00 0.418
O -2.140003 -2.655188 1.861429 -0.19 0.84 -2.24 -0.130
H -4.119235 4.890845 0.985969 0.11 -0.07 -0.02 0.420
H -4.215911 -3.285684 0.576118 -0.08 -0.01 0.03 0.477
C 3.106548 -2.448371 -1.278686 -0.05 -0.34 0.09 -0.638
C -2.970885 3.134182 1.452123 0.08 0.12 -0.18 -0.732
H -3.627526 2.823250 2.258039 0.06 0.01 -0.09 0.405
C -1.852910 2.368780 1.132196 0.08 -0.06 -0.03 0.229
C -3.633437 8.980580 -3.834978 0.06 0.13 0.14 -0.448
N -0.141120 -0.115628 2.632934 2.43 -0.81 -2.91 0.271
C -1.017487 2.785459 0.107072 -0.78 0.57 0.18 0.085
H 0.471144 -6.616456 -0.152183 1.32 1.22 0.84 0.332
H 3.010499 -0.196067 -1.578126 -0.34 -1.08 1.48 0.332
H -2.520001 -1.316516 0.247362 0.94 -0.10 1.48 0.560
C 0.404977 -1.121962 0.267660 1.39 2.21 2.31 0.266
H -1.621620 1.454387 1.665120 -0.11 0.30 -0.11 0.433
H 7.526971 -0.153085 2.469578 0.01 -0.05 -0.01 0.373
H 2.458207 -2.476377 -2.225056 0.94 -0.39 1.51 0.316
C -3.245325 4.296918 0.738750 -0.04 0.00 0.02 -0.746
C -3.341622 7.788564 -3.191566 -0.35 0.00 -0.90 0.567
C 3.268595 -3.695076 1.213373 -2.48 -2.29 -1.45 0.111
F -4.833697 -0.859328 1.261876 -0.05 0.19 0.22 -0.263
F 0.066551 2.050195 -0.200236 0.27 -0.21 -0.02 -0.074
C 3.036487 -0.947448 -0.701127 0.71 -0.18 0.81 -0.829
H -2.619437 5.606461 -0.849920 0.08 -0.07 0.08 0.474
C 6.779951 -1.986762 1.656168 1.41 -0.52 0.10 0.334
H 4.044321 -0.757172 -0.167729 -1.82 -0.09 -0.73 0.199
C 7.060158 -3.279651 1.243582 -0.32 -0.02 -0.10 -0.261
C -4.345010 7.730969 -5.768453 -0.01 -0.05 -0.04 -0.477
N 3.655260 0.613624 1.949492 -2.25 -0.59 -0.21 -0.478
C -4.132730 8.951095 -5.132902 0.03 -0.31 0.07 -0.444
C -5.499032 -1.587258 0.342875 -0.65 -0.62 -0.80 0.360
H -0.605558 4.247629 -1.400549 -0.02 -0.04 0.04 0.461
H 1.295273 -4.672910 -1.741050 0.60 -0.17 1.84 0.285
H -2.775416 -0.611860 1.935711 1.02 -0.84 -0.78 0.378
C -2.401575 4.701767 -0.292739 -0.03 -0.24 0.20 -0.150
F 5.514062 -1.521593 1.566151 -0.23 0.25 -0.01 0.054
C -7.276045 -1.780758 -1.254522 0.25 -0.23 0.10 -0.440
H 4.232416 -0.092861 2.426027 -0.26 0.51 -0.36 0.275
C -3.544238 6.567515 -3.816249 0.06 -0.09 0.15 -0.200
H -8.128457 -1.353263 -1.771148 0.09 -0.02 0.09 0.372
H -7.401608 -3.665172 -2.282160 0.06 0.06 0.09 0.378
H -3.304199 5.649841 -3.291422 -0.02 0.05 -0.01 0.321
C 9.074373 -1.643083 2.256808 -0.12 -0.25 -0.12 -0.513
C 2.797245 -4.857511 2.149095 -1.23 -0.05 -2.50 -0.852
C 1.225173 0.361492 2.813935 -0.48 -1.77 -2.99 -0.302
H 6.262824 -3.904766 0.857376 0.03 0.03 0.01 0.435
C -4.053999 6.538610 -5.110326 0.02 0.34 0.05 -0.503
C 9.369346 -2.938193 1.841044 -0.01 -0.04 -0.01 -0.504
H 4.032115 -2.926484 1.588564 -1.46 -1.49 -0.60 0.425
C 2.303814 0.095087 1.694106 -2.64 -0.49 0.70 0.191
H 8.596373 -4.763993 1.004526 -0.08 0.10 0.04 0.380
Br 1.584139 1.309857 4.501317 -0.41 -1.13 -2.03 -0.075
N -1.795526 -2.626477 3.182806 2.32 -0.90 1.36 0.131
H -4.738514 7.707659 -6.779573 0.05 0.01 0.12 0.362
C 8.363968 -3.756412 1.331604 0.07 0.33 0.14 -0.564
C -6.592380 -1.031895 -0.302415 0.02 0.23 0.10 -0.537
O -0.870479 -3.358410 3.382277 -2.02 1.02 -0.08 -0.243
H -4.356098 9.878969 -5.648426 0.02 -0.09 0.09 0.360
H 4.196369 -2.640512 -1.601569 -1.67 0.41 0.44 0.428
C -0.579425 -0.814824 1.411099 2.32 0.36 -1.18 0.596
H 9.857699 -1.008532 2.657072 -0.12 -0.04 -0.06 0.372
C -2.106645 -1.289116 1.307503 0.54 0.63 1.25 -1.158
C -1.278207 3.944235 -0.606611 0.16 -0.04 -0.13 -0.734
C 1.691465 -4.722467 -0.666069 1.19 0.18 2.52 -0.392
C 2.698329 -3.589149 -0.242098 -1.16 -3.10 2.49 0.382
H -5.451962 -4.642729 -1.106603 0.00 0.12 0.05 0.377
```
Forces are in eV/Å.

- max |F| (eV Å⁻¹) = 4.25
- total charge = +1
- molecular weight (u) = 753.7
- spin multiplicity = 1

***

no.,DFT total energy (a.u.)
1,-1970.46601
2,-1246.63170
3,-433.16433
4,-631.54017
5,-1232.66604
6,-5154.81476